ORCA calculation (ωB97M-V/def2-TZVPD) on 2 unconnected molecules or ions with the total composition C2H3NO2 at a distorted geometry.

Element x y z (Å)
1 O -2.68173 0.68382 -0.33352
2 C -1.71212 0.55726 -0.90803
3 N 0.04156 0.06597 0.93753
4 C 1.04134 -0.32841 0.26315
5 O 1.06864 -0.24978 -1.06936
6 H 0.19460 0.09621 -1.34164
7 H 0.15087 -0.06133 1.93735
8 H 1.96864 -0.76701 0.64390

As for the net charge: 0. The value obtained for the energy above the lowest of the compared OMol25 structures with the same formula, charge and spin is 18.40 kcal/mol.

ORCA calculation (ωB97M-V/def2-TZVPD) on a molecular structure, C28H56BN2P2PdSTe.

Element x y z (Å)
1 Pd 0.02957 0.00615 0.09003
2 C 1.32686 4.10261 -2.17327
3 C 0.66523 2.74618 -1.91011
4 C 1.25651 1.69954 -2.86290
5 C -0.84031 2.90874 -2.19088
6 P 0.88419 2.15662 -0.15991
7 C -0.22979 3.21773 0.87137
8 N -1.47846 2.48654 0.86787
9 B -1.53060 1.10145 0.52781
10 N -2.89134 0.73306 0.41484
11 C -3.32636 -0.63043 0.25599
12 P -1.79650 -1.60799 -0.17421
13 C -2.11733 -3.21114 0.78101
14 C -1.40465 -4.45734 0.24174
15 C -3.60994 -3.59731 0.85207
16 C -1.62654 -2.91239 2.20586
17 C -1.92542 -1.91289 -2.00911
18 C -2.15980 -0.55850 -2.69061
19 C -3.06062 -2.85060 -2.42684
20 C -0.58058 -2.47438 -2.48937
21 C -3.66163 1.88729 0.61810
22 C -5.03140 2.06513 0.60134
23 C -5.52073 3.35130 0.81549
24 C -4.66298 4.41779 1.05490
25 C -3.28247 4.23912 1.10072
26 C -2.79029 2.96739 0.87834
27 C 2.58001 2.54486 0.49522
28 C 2.67886 1.82450 1.84990
29 C 2.81875 4.04167 0.75563
30 C 3.64928 2.03519 -0.47432
31 H 1.01439 4.44814 -3.16151
32 H 2.41451 4.04141 -2.18339
33 H 1.02521 4.86490 -1.45312
34 H 0.98136 1.95708 -3.88806
35 H 0.87234 0.69861 -2.65971
36 H 2.34406 1.65763 -2.81241
37 H -0.96021 3.09341 -3.26031
38 H -1.25890 3.76723 -1.66341
39 H -1.44296 2.03447 -1.93074
40 H -0.34463 4.23388 0.48571
41 H 0.19058 3.29539 1.87745
42 H -4.10900 -0.74428 -0.49962
43 H -3.72594 -1.01094 1.19681
44 H -1.82006 -4.78424 -0.70955
45 H -1.57799 -5.26500 0.95644
46 H -0.33148 -4.32485 0.12929
47 H -3.98419 -3.97389 -0.09669
48 H -4.27811 -2.81302 1.19667
49 H -3.69458 -4.41263 1.57477
50 H -0.59217 -2.56307 2.21489
51 H -1.68380 -3.82485 2.80326
52 H -2.24128 -2.15781 2.70179
53 H -3.12831 -0.12191 -2.43862
54 H -2.12899 -0.69887 -3.77345
55 H -1.38152 0.15892 -2.42599
56 H -4.03164 -2.51819 -2.05646
57 H -2.90204 -3.87782 -2.10970
58 H -3.11598 -2.85287 -3.51806
59 H 0.24582 -1.79217 -2.26378
60 H -0.61673 -2.60121 -3.57377
61 H -0.34811 -3.44055 -2.04460
62 H -5.70413 1.23641 0.42267
63 H -6.58870 3.51962 0.79706
64 H -5.07188 5.40512 1.21981
65 H -2.62256 5.07005 1.31391
66 H 2.15866 2.37898 2.63296
67 H 3.73097 1.75749 2.13530
68 H 2.28815 0.80532 1.82832
69 H 2.00126 4.51578 1.29951
70 H 3.00009 4.60599 -0.15542
71 H 3.71153 4.13688 1.37816
72 H 3.51958 0.98312 -0.73357
73 H 4.63054 2.13359 -0.00388
74 H 3.66727 2.63192 -1.38656
75 C 2.00205 -4.14960 2.01210
76 S 1.80140 -3.05932 0.59727
77 C 2.67029 -4.01234 -0.65510
78 H 3.05642 -4.26094 2.26369
79 H 1.56642 -5.12818 1.81079
80 H 1.48344 -3.70333 2.85909
81 H 2.13753 -4.93437 -0.88688
82 H 3.68369 -4.23692 -0.32498
83 H 2.73136 -3.40172 -1.55483
84 C 6.71478 -0.62857 1.61612
85 Te 4.84748 -1.48241 1.04293
86 C 4.03812 -1.40341 3.01118
87 H 6.54867 0.33563 2.09184
88 H 7.30644 -0.48446 0.71483
89 H 7.24598 -1.29489 2.28939
90 H 4.30302 -2.29139 3.57772
91 H 2.95597 -1.31557 2.94644
92 H 4.43498 -0.52128 3.50930

As for the net charge: +1. The value obtained for the energy above the lowest of the compared OMol25 structures with the same formula, charge and spin is 0.00 kcal/mol.